Record 1
23
Properties=species:S:1:pos:R:3:forces:R:3 method="wB97M-V/def2-TZVPD" charge=+1 total_energy_ha=-346.832320 relative_energy_kcal_mol=50.4 gap_ev=6.516 e_lumo_ev=-4.86 mol_weight_da=115.200 homo_energy_ev=-11.381
C 1.391398 -1.944968 0.892780 0.366 0.422 -0.472
C 0.787867 -2.237320 -0.447497 -0.853 0.347 -0.194
C -0.539754 -2.249083 -0.636007 0.386 0.287 0.257
N -1.197643 -2.225136 -1.874871 0.649 -0.408 -0.009
H 0.642148 -1.932155 1.681492 0.025 -0.182 0.072
H 2.224034 -2.600100 1.142909 -0.129 -0.134 0.129
H 1.822102 -0.932639 0.839667 0.115 -0.081 0.287
H 1.420563 -2.297439 -1.327113 0.239 -0.114 0.083
H -1.168092 -2.167925 0.247268 -0.236 -0.101 -0.145
H -1.978192 -2.864438 -1.925014 -0.158 0.056 0.043
H -0.531100 -2.472766 -2.606275 -0.367 0.145 -0.005
C -1.771052 1.724263 0.730571 0.302 0.008 -0.311
C -0.701255 2.480155 -0.049879 0.239 -0.347 0.386
C 1.695324 2.083785 0.471166 0.136 0.180 0.257
N 0.577949 1.723966 0.001943 -0.350 -0.180 -0.383
H -2.011755 0.797020 0.209465 -0.186 0.029 0.051
H -1.419978 1.471200 1.729406 -0.069 0.145 0.082
H -2.649701 2.360746 0.795630 -0.115 -0.151 0.037
H -0.920468 2.508677 -1.115675 -0.193 0.216 -0.001
H -0.530679 3.486058 0.325193 0.120 -0.004 0.007
H 2.581204 1.482718 0.313097 -0.099 -0.244 0.127
H 1.780079 2.998390 1.048361 -0.089 0.152 -0.254
H 0.497000 0.806989 -0.446617 0.267 -0.044 -0.044

---

Record 2
33
Properties=species:S:1:pos:R:3:forces:R:3 method="wB97M-V/def2-TZVPD" charge=+2 total_energy_ha=-781.210434 relative_energy_kcal_mol=0.0 gap_ev=6.884 e_lumo_ev=-6.34 mol_weight_da=222.261 homo_energy_ev=-13.228
C -0.560498 -0.251014 -10.624864 5.508 1.956 -1.159
C -0.936744 -2.983008 4.014050 -0.806 -0.887 0.899
C 1.725674 0.481738 4.799131 1.334 -0.720 -0.387
N -0.049842 -0.695513 7.658514 -1.155 -0.356 1.220
N -1.389790 0.553981 3.866807 1.438 1.492 -3.775
N -0.223187 1.401626 -10.597305 0.330 2.227 -1.748
N -1.620597 -0.748533 3.664435 -2.873 -1.208 -2.610
N 0.835318 -0.506515 6.820295 2.028 -1.526 2.575
N -0.116337 1.094428 3.437639 1.054 -1.420 0.723
N 0.861555 2.252994 -10.753590 -4.201 -2.400 0.741
N -0.693413 -1.589227 4.211403 2.851 1.170 -0.034
N 0.874243 0.504270 6.003550 1.938 -0.523 -0.061
N 0.939155 0.124065 3.672374 0.178 -0.734 -0.256
N 0.616180 3.526590 -10.879554 -0.346 -1.249 0.046
N 0.633132 -1.256211 3.628718 -0.226 -0.263 -0.351
H -1.141295 -0.514909 -11.487373 -0.274 0.415 -0.427
H 0.517437 -0.733562 -10.681295 -2.573 0.701 0.542
H -1.055271 -0.205627 -9.715512 -0.813 -0.888 1.680
H -0.082766 -3.552302 4.376570 0.277 0.198 -0.346
H -1.722120 -3.263800 4.738466 -0.096 0.082 -0.763
H -1.194378 -3.287306 2.983080 0.050 0.207 0.269
H 2.656072 -0.250527 4.964728 -2.166 1.632 -0.410
H 2.048898 1.508199 4.532192 0.080 -0.542 1.015
H -0.002457 -1.390088 8.532248 0.976 1.400 -3.035
H -1.568725 0.875390 4.750489 -0.758 0.658 2.449
H -1.183276 1.832780 -10.693535 1.488 0.099 0.152
H -1.925563 -0.940659 2.630563 0.988 0.302 2.239
H 1.789422 -0.989291 6.862782 -1.327 0.201 -0.286
H 0.090308 1.392066 2.468802 -1.686 -0.431 0.479
H 1.428719 4.077155 -10.647277 0.203 0.214 -0.374
H -0.270479 4.030214 -11.120734 0.677 -1.067 0.497
H 0.064440 1.034815 5.950714 -1.875 1.162 0.134
H 0.656183 -1.532217 2.633488 -0.221 0.100 0.362

---

Record 3
16
Properties=species:S:1:pos:R:3:forces:R:3 method="wB97M-V/def2-TZVPD" charge=0 total_energy_ha=-304.987410 relative_energy_kcal_mol=54.7 gap_ev=9.197 e_lumo_ev=0.86 mol_weight_da=90.126 homo_energy_ev=-8.338
C 1.818085 -1.023242 -0.399757 0.288 0.560 0.365
C -1.398525 0.967867 -0.495924 0.084 0.424 0.071
C -1.839610 0.452613 0.879667 0.077 0.025 -0.236
N 1.319187 -1.331383 0.807943 0.024 0.086 -0.542
N 2.235610 0.194316 -0.665738 -0.308 -0.300 -0.308
O -0.168819 0.461872 -0.892141 1.368 0.247 -0.187
H 1.885167 -1.845391 -1.107721 0.165 -0.034 0.069
H 1.115789 0.819287 -0.774759 -1.869 -0.763 0.601
H 2.683962 0.261702 -1.572857 0.006 -0.219 0.039
H 1.062743 -0.546885 1.390266 0.009 0.043 -0.034
H 0.702662 -2.125472 0.866913 0.076 -0.016 -0.005
H -2.168545 0.684156 -1.235456 0.113 0.042 0.087
H -1.392877 2.073104 -0.468853 -0.061 -0.135 0.008
H -1.864693 -0.639672 0.885576 0.047 -0.018 -0.014
H -1.147252 0.793497 1.653572 -0.021 -0.002 0.041
H -2.842885 0.803630 1.129268 0.002 0.062 0.044

---

Record 4
11
Properties=species:S:1:pos:R:3:forces:R:3 method="wB97M-V/def2-TZVPD" charge=0 total_energy_ha=-2841.624395 relative_energy_kcal_mol=109.5 gap_ev=10.511 e_lumo_ev=0.30 mol_weight_da=152.975 homo_energy_ev=-10.212
C -0.463959 1.765874 -0.278275 -3.154 -2.206 1.719
C 0.645613 1.355174 0.590848 1.149 -0.478 -0.038
C 1.405901 -1.351868 0.329790 -1.847 -1.422 -1.008
O 0.123631 2.482982 0.826598 0.097 1.025 0.898
O 0.509950 -2.105255 -0.007239 0.393 0.243 0.717
Br -2.597901 -1.580546 -0.794450 -2.937 0.965 -0.882
H -0.327017 2.234609 -1.208989 -0.069 0.234 -1.066
H -1.455740 1.219535 0.086547 1.900 1.518 -1.548
H 1.589047 -1.100847 1.350424 0.379 0.189 0.907
H 1.956501 -0.937786 -0.474754 1.290 0.885 -0.546
H -1.386021 -1.981867 -0.420495 2.800 -0.953 0.847

---

Record 5
118
Properties=species:S:1:pos:R:3:forces:R:3 method="wB97M-V/def2-TZVPD" charge=-2 total_energy_ha=-8565.607744 relative_energy_kcal_mol=6.2 gap_ev=7.114 e_lumo_ev=3.92 mol_weight_da=1236.150 homo_energy_ev=-3.198
Tl 2.367309 1.093641 -2.590866 0.190 0.610 0.048
C 6.165842 -2.405816 1.884108 -0.083 0.109 0.001
C 4.766019 -2.851675 1.585403 0.055 -0.090 0.024
C 4.453809 -3.432902 0.365164 -0.036 0.051 -0.006
C 3.159833 -3.809381 0.046982 0.050 -0.030 0.004
C 2.866548 -4.470024 -1.265877 -0.001 0.031 -0.020
C 2.138821 -3.586369 0.975734 0.256 0.027 0.165
C 2.441769 -3.055566 2.226727 0.017 -0.049 0.015
C 1.391536 -2.883212 3.282923 0.014 0.031 0.027
C 3.749581 -2.687840 2.510287 -0.001 -0.011 -0.083
C 0.773172 -4.050234 0.640014 -0.053 -0.206 0.066
C 0.433810 -5.345653 1.019328 0.021 -0.019 0.081
C -0.770953 -5.904446 0.643455 -0.029 -0.093 0.050
C -1.638521 -5.166668 -0.134720 -0.036 -0.054 0.010
C -1.320710 -3.865801 -0.509578 -0.059 -0.175 0.105
C -0.123791 -3.287224 -0.104230 0.252 0.985 -0.283
Ge 0.339956 -1.380048 -0.663379 -0.146 0.174 0.295
S 1.446595 -1.392657 -2.543675 -0.310 0.205 0.386
S 1.288075 -0.227092 1.092831 -0.352 0.219 -0.559
Ge 0.050432 1.503455 0.269279 -0.275 -0.285 0.140
S 1.024934 2.786799 -1.204384 -0.135 -0.332 0.125
S -1.470120 0.073071 -0.673703 0.753 -0.043 0.104
C -0.746290 2.774958 1.645561 0.344 -0.679 -0.662
C 0.115652 3.453252 2.507440 -0.031 0.122 0.154
C -0.375809 4.399202 3.397838 -0.006 -0.035 0.082
C -1.721361 4.709746 3.417647 -0.003 0.084 0.086
C -2.572349 4.063333 2.545427 -0.074 0.039 0.015
C -2.100263 3.090506 1.666207 -0.039 0.044 0.158
C -3.128652 2.468016 0.798366 -0.361 0.088 -0.240
C -3.410927 3.009324 -0.454950 0.014 0.027 0.177
C -2.526622 4.060288 -1.045276 0.040 -0.042 -0.092
C -4.522992 2.555966 -1.151443 -0.076 -0.105 -0.018
C -5.357753 1.585703 -0.626068 -0.043 0.000 -0.038
C -6.622326 1.186785 -1.333555 0.055 0.059 0.068
C -5.035095 1.024179 0.602445 0.032 0.036 -0.011
C -3.931914 1.453143 1.319645 -0.058 -0.029 0.062
C -3.587137 0.857604 2.651701 -0.035 -0.006 -0.031
C 1.579886 3.247093 2.467560 0.280 -0.028 0.125
C 2.189273 2.221815 3.186221 0.039 0.073 -0.020
C 1.410957 1.321079 4.101589 -0.001 0.011 -0.042
C 3.565977 2.066814 3.097634 0.047 0.079 -0.134
C 4.344368 2.919865 2.333333 0.037 0.000 0.171
C 5.817041 2.698145 2.187106 -0.007 -0.016 -0.109
C 3.726838 3.982661 1.689930 -0.103 -0.059 0.004
C 2.356679 4.160626 1.746114 0.099 0.017 0.012
C 1.719197 5.326413 1.054278 -0.005 0.007 0.001
C -2.292368 -3.161484 -1.368949 -0.263 -0.013 -0.262
C -2.184219 -3.254086 -2.755597 -0.016 0.010 0.068
C -1.029426 -3.961656 -3.396589 0.016 0.039 -0.033
C -3.165445 -2.662550 -3.539207 -0.083 0.076 -0.024
C -4.237652 -1.993755 -2.975411 -0.048 -0.084 -0.019
C -5.281955 -1.339667 -3.831211 0.103 -0.021 0.048
C -4.332524 -1.929361 -1.593000 0.068 -0.061 -0.069
C -3.377496 -2.511983 -0.782435 -0.085 -0.015 0.025
C -3.489058 -2.441957 0.708541 -0.011 -0.016 0.020
H 6.889996 -2.991395 1.320892 0.087 -0.046 -0.008
H 6.386614 -2.487920 2.947514 0.048 -0.028 0.082
H 6.272698 -1.364822 1.581801 0.097 0.075 -0.020
H 5.236111 -3.590989 -0.364006 0.121 -0.009 -0.088
H 3.776681 -4.868550 -1.707118 0.103 -0.044 -0.051
H 2.446943 -3.736226 -1.952881 -0.066 0.007 -0.126
H 2.143378 -5.276198 -1.146826 0.005 -0.065 -0.063
H 0.445314 -3.317495 2.972629 -0.095 0.009 0.092
H 1.233619 -1.823029 3.464802 -0.118 0.098 0.064
H 1.713962 -3.347591 4.215783 -0.037 -0.047 0.070
H 3.970588 -2.255559 3.477201 0.054 0.064 0.145
H 1.138496 -5.920086 1.604392 0.118 -0.033 0.054
H -1.024420 -6.913415 0.940276 -0.006 -0.077 0.019
H -2.571656 -5.596803 -0.471503 -0.119 -0.007 -0.041
H 0.317039 4.894488 4.066207 0.042 0.051 0.021
H -2.099261 5.459963 4.099488 -0.045 0.047 0.042
H -3.624391 4.315638 2.523779 -0.104 -0.027 0.013
H -2.096270 4.691825 -0.270978 0.044 0.113 -0.035
H -3.069793 4.675248 -1.759833 -0.021 0.057 -0.054
H -1.700382 3.576567 -1.567285 0.136 0.077 -0.083
H -4.744146 2.983285 -2.121757 -0.017 0.035 -0.074
H -6.597862 1.504006 -2.373420 -0.056 -0.022 -0.098
H -7.484321 1.655733 -0.852067 -0.048 -0.014 -0.043
H -6.769735 0.108946 -1.299372 -0.057 -0.079 -0.047
H -5.669505 0.247098 1.010346 -0.046 -0.095 0.081
H -4.236961 0.020215 2.892657 -0.077 -0.084 0.013
H -3.667073 1.606287 3.440476 0.021 -0.008 0.096
H -2.556953 0.506144 2.636866 0.132 -0.093 0.065
H 0.344307 1.386824 3.902725 -0.073 -0.093 0.074
H 1.595865 1.599188 5.142662 -0.070 0.016 0.036
H 1.726252 0.289364 3.967666 -0.002 -0.098 0.012
H 4.031976 1.244082 3.621422 0.104 -0.129 0.074
H 6.205405 2.137540 3.034858 0.131 -0.026 0.051
H 6.354600 3.642276 2.093658 0.031 0.040 0.070
H 6.000296 2.113309 1.286345 0.112 -0.088 -0.003
H 4.326867 4.673683 1.113032 0.057 0.074 -0.083
H 2.479487 5.923659 0.558492 0.042 0.111 -0.069
H 1.174075 5.952220 1.762521 -0.012 0.073 -0.023
H 1.019877 4.973852 0.298493 -0.091 0.054 -0.046
H -0.695455 -4.803848 -2.793684 0.038 -0.085 -0.030
H -0.193944 -3.266799 -3.487255 0.120 -0.013 -0.048
H -1.293311 -4.311336 -4.393031 -0.013 -0.030 -0.065
H -3.086802 -2.722482 -4.616217 0.036 0.002 -0.130
H -5.176117 -1.650198 -4.867772 -0.045 0.048 -0.107
H -5.163136 -0.259059 -3.776199 -0.077 0.144 -0.097
H -6.285572 -1.592078 -3.486204 -0.055 0.029 -0.016
H -5.159817 -1.405672 -1.139886 -0.148 0.087 0.107
H -4.398117 -1.925004 0.999778 -0.138 0.061 0.066
H -2.641045 -1.891172 1.110186 0.102 0.069 0.131
H -3.483157 -3.438006 1.150349 -0.019 -0.056 0.082
O 5.849139 0.253283 0.026527 1.747 -0.109 0.938
C 4.816853 0.286610 -0.552283 -0.868 0.092 -0.508
N 3.788752 0.308388 -1.116100 0.054 -0.424 0.388
Cl 3.960541 3.541672 -4.588014 -0.239 0.350 -0.472
C 4.133431 2.380598 -3.260012 0.097 -0.452 0.296
H 4.414057 2.967294 -2.384344 -0.115 -0.178 0.051
H 4.979591 1.747441 -3.530734 -0.154 -0.078 0.140
B -0.086430 1.370468 -6.882810 -0.190 0.026 -0.394
C 0.598237 1.268281 -5.497729 0.739 -0.019 1.120
N 1.174573 1.218515 -4.492613 -0.930 0.075 -1.435
H -1.281122 1.430122 -6.736121 -0.230 0.006 0.030
H 0.347913 2.377593 -7.387402 0.023 0.164 -0.180
H 0.233044 0.389649 -7.511079 0.026 -0.155 -0.153